Record 1
DFT (the ωB97M-V functional and the def2-TZVPD basis) results for 3 unconnected molecules or ions with the total composition C19H46Cl2FN7O4P2 at a distorted geometry.

```
81
Properties=species:S:1:pos:R:3:forces:R:3
H -6.42534 1.44562 -1.03809 0.094 -0.127 0.243
N -7.97747 1.83125 0.97543 -1.420 2.852 2.141
H -4.72656 4.27927 1.53054 0.118 -0.341 -0.079
C 4.96182 0.02726 2.20933 -2.854 2.894 -0.596
H 6.74868 -3.29477 -0.82222 0.079 0.075 0.068
H 4.97273 -0.32974 -6.43914 0.223 -0.129 0.288
H -3.65809 2.95147 1.00409 0.028 0.087 0.081
H 7.96230 -2.14528 -1.44482 -0.328 -0.166 0.057
H 8.05275 -3.83111 -1.89525 -0.250 -0.018 -0.307
O 2.81813 1.48639 1.91532 2.177 1.110 3.061
N -6.29992 0.35720 1.99667 -0.339 -1.626 0.769
H 4.05657 -1.90737 3.19171 0.353 1.255 -2.360
C 2.22129 2.08721 3.15341 0.848 6.111 1.273
H -9.30570 1.94834 2.64454 -0.238 -0.061 -0.121
H -8.67172 3.84693 1.16738 -0.182 -0.024 -0.193
H 3.84650 -0.16851 -5.13303 0.087 -0.106 0.284
C 7.34780 -3.01583 -1.69751 0.036 0.560 0.026
C -9.13302 1.33305 1.75491 -0.303 -0.741 0.207
H -0.64309 -0.97992 1.66357 -0.498 2.061 0.895
C 4.07841 -1.36267 2.12994 -0.353 -0.310 0.120
N -5.71996 2.67488 0.54544 0.313 0.996 -0.474
P -6.51709 2.06958 1.96482 6.278 -4.350 -5.314
C -0.87850 0.03957 2.19324 0.292 -0.352 0.379
H 3.59860 0.14431 -1.53509 0.123 -0.095 -0.091
H 5.18135 -4.38690 -2.58333 -0.018 -0.006 -0.054
H 2.16562 -2.55617 -3.14134 0.201 0.357 0.168
H 3.01457 -2.11176 -4.61327 -0.088 -0.020 -0.235
H -6.09841 -0.36359 -0.00106 -0.131 0.261 0.084
H -7.63868 -0.76452 0.75596 -0.191 -0.099 -0.114
H -6.20425 -1.29852 3.34673 -0.023 0.151 -0.246
H 2.27379 1.12084 5.06485 -0.575 0.330 -1.306
H 6.70383 -4.77582 -3.39488 0.077 0.166 0.196
H 2.14922 -0.62462 -2.14458 0.182 -0.182 -0.122
O 5.78378 -1.04673 -1.38045 1.719 4.057 -1.785
C -8.46890 3.10506 0.38538 -0.025 0.490 -0.751
F 0.48843 -1.32018 3.91760 -2.138 2.716 -0.203
C 0.22271 1.23006 4.43255 -0.754 -1.494 0.537
C -4.54585 3.54015 0.74291 -0.246 0.119 0.482
H 3.55541 -3.45095 -3.60317 0.243 0.167 -0.064
C 3.17608 -0.35385 -2.41172 0.280 0.118 0.576
N 1.70996 1.10763 4.18627 0.144 2.036 -1.327
O 2.22306 3.43325 3.28801 -0.276 -9.221 -1.115
C -6.54441 -0.25840 3.30734 0.448 0.313 0.321
C 6.87696 -1.50708 -5.33198 0.585 -0.567 -0.352
P 5.67209 -1.21323 -2.91572 -3.412 -8.165 2.826
H -1.46629 -0.42155 4.35547 2.501 0.335 -0.992
C -0.45771 -0.15168 3.78048 -1.099 0.317 -0.635
H -6.15389 -1.59422 1.19390 -0.020 0.257 0.358
C 3.16372 -2.43831 -3.58082 0.104 -0.131 -0.372
N 5.54367 -1.40464 -4.68073 2.482 2.911 -0.105
O -5.24681 2.27690 2.82543 -3.464 2.178 2.451
H -7.60493 -0.24267 3.57160 -0.168 -0.230 0.141
H -4.71736 1.16654 -0.55886 -0.044 -0.021 -0.029
N 6.49252 -2.74315 -2.86385 1.070 -0.449 0.082
C 5.92437 -4.01067 -3.29872 0.114 0.088 -0.773
Cl 6.83182 -0.14661 2.42678 -3.328 0.431 -0.451
H -9.00581 0.29901 2.07441 0.299 0.084 0.028
N 3.97827 -1.52349 -2.79252 -1.733 0.588 -0.031
H -0.25726 0.90596 1.70267 -1.151 -1.765 0.872
H 2.93259 -1.18009 1.86509 2.640 0.166 0.619
H -7.76639 3.54621 -0.32532 0.126 -0.254 0.373
H 3.12913 0.38523 -3.21568 -0.250 0.173 -0.093
H 5.38992 0.69480 -5.04477 -0.051 0.002 -0.267
C 4.91235 -0.24345 -5.34717 -0.765 0.221 -0.197
H -0.22097 2.21489 3.98219 0.721 -2.034 0.735
H -4.31263 4.11676 -0.15924 -0.265 -0.267 -0.118
C -5.50800 1.91862 -0.67998 -0.720 0.088 -0.323
H 7.49446 -0.63045 -5.10126 0.002 -0.083 -0.252
C 4.28845 1.38166 2.08134 2.335 -3.945 0.598
Cl 5.39061 2.91625 2.14653 -2.209 -2.318 -0.154
H -0.05910 1.18135 5.58794 1.012 0.317 -2.455
H -6.00371 0.27000 4.09703 -0.040 0.105 -0.160
H -9.38570 2.94085 -0.19290 0.024 -0.234 0.343
H 7.43144 -2.39952 -5.03310 -0.301 0.228 0.278
H 5.48618 -3.94665 -4.29740 -0.159 0.150 0.190
H -5.20789 2.58069 -1.50085 0.094 0.105 0.230
H -10.04865 1.32835 1.15067 0.322 0.216 -0.004
H 6.77578 -1.59209 -6.42031 -0.280 0.254 0.170
H 4.46542 -2.11900 1.29172 -0.437 1.906 1.949
H -2.04034 0.28408 2.07518 2.620 -0.521 0.438
C -6.57275 -0.61174 0.94381 -0.268 0.051 -0.318
```
Forces are in eV/Å.

**Net charge**: 0
**E_tot**: -85397.6586 eV
**HOMO level**: -8.14 eV
**Lowest unoccupied orbital energy**: -1.1844 eV
**Structure (SMILES)**: C/C(Cl)=C(/Cl)OC(=O)NC[C@@H](C)F.CN(C)P(=O)(N(C)C)N(C)C.CN(C)P(=O)(N(C)C)N(C)C
**Frontier orbital gap**: 6.96 eV

---

Record 2
DFT (the ωB97M-V functional and the def2-TZVPD basis) results for 3 unconnected molecules or ions with the total composition C19H46Cl2N7O4P2 at a distorted geometry.

```
80
Properties=species:S:1:pos:R:3:forces:R:3
H -0.67712 4.13591 -2.03680 -0.550 0.207 -0.249
H 2.13796 -3.48502 -1.38119 0.050 0.134 -0.002
C 4.63901 -3.69214 -1.69959 -0.297 0.085 -0.467
H 1.18189 -1.98722 -1.24897 -0.013 0.012 0.012
C -1.16913 4.67760 -1.20737 1.151 -0.151 1.035
N 2.48853 -2.39253 0.38944 -0.172 -0.472 0.639
C -3.66170 4.12871 -1.56703 -0.218 -0.567 0.923
H 0.76939 -2.22720 1.62991 -0.002 -0.081 -0.233
C 0.30133 3.61255 0.56499 -0.515 0.597 1.126
H 4.68227 -0.96651 -2.82720 -0.025 -0.131 0.037
H -2.74187 -2.74519 -2.71654 -0.152 -0.081 0.196
N -4.28957 -0.62975 0.95337 -0.721 3.928 -0.621
H 6.76767 -2.41570 0.47052 -0.100 -0.032 0.064
H 5.29684 0.66269 -0.92560 -0.001 0.093 -0.076
H -6.01012 0.63903 0.81782 0.046 -0.077 0.089
H -2.31287 0.72078 2.88679 0.050 -0.022 0.143
H -0.84245 0.77660 1.89740 -0.052 -0.009 -0.041
N 1.11260 5.39248 -0.92620 0.238 0.057 0.823
C 3.65136 -0.80239 -2.49112 0.159 -0.662 -0.380
C 1.63683 6.36441 -0.42691 -0.632 0.641 -1.196
C -5.03164 0.51306 0.35295 0.266 0.274 0.110
O 4.66956 -2.16081 1.49705 -0.141 3.855 0.519
C 1.62214 -2.82375 -0.68596 0.157 0.318 -0.704
Cl -2.83853 4.11637 0.98101 0.106 -0.292 -0.116
H -5.18074 0.36635 -0.72558 -0.126 0.024 0.013
H -1.23586 -2.37101 -1.86945 0.048 0.073 -0.031
H -2.13243 2.80900 -0.95739 0.099 0.051 0.784
H 6.04688 -4.03330 0.43147 0.014 0.035 0.086
N -3.03422 -2.00430 -0.76160 0.068 -0.514 -0.377
H 5.48811 -4.17495 -2.19042 0.113 0.037 0.199
C 1.68903 -1.68938 1.39591 0.336 0.412 0.413
H -2.00148 -3.63582 0.16738 0.051 0.002 -0.046
H 1.42094 -0.68109 1.04952 -0.231 -0.047 0.045
O 1.57219 3.17996 2.63232 -0.017 -0.303 -0.079
P -2.64445 -0.58817 0.27382 1.465 -8.509 0.713
H -4.85827 -2.57881 1.55418 0.198 0.001 -0.105
H -1.63128 -2.23768 3.45439 0.137 0.206 -0.089
H 3.27120 0.07717 -3.01644 0.001 0.161 0.327
H 3.99639 1.08484 0.21165 0.001 -0.042 -0.032
H 0.51416 4.92703 2.27667 -0.226 -0.138 -0.100
N 3.54215 -0.56482 -1.06673 0.941 2.894 2.176
H 4.01546 -3.38162 -2.53455 -0.236 0.198 0.169
H -3.54600 3.81905 -2.60901 0.086 0.287 0.063
H -0.84878 -0.15402 3.38109 -0.040 -0.211 -0.057
C 0.40239 3.85292 2.09592 0.635 -0.095 -0.086
N 5.11730 -2.59682 -0.85833 0.177 -0.443 0.074
H 0.79306 -3.40953 -0.28179 0.044 0.095 0.225
H 2.24570 -1.59258 2.33066 0.096 -0.004 -0.094
O -1.36628 -0.33907 -0.49942 -1.382 4.222 0.237
C -2.38067 3.85625 -0.74828 -0.538 0.647 -1.524
C -2.39752 -2.03132 2.70391 -0.795 -0.224 -0.160
Cl -1.63966 6.30830 -1.92735 -0.123 -0.087 -0.128
C -2.27132 -2.04463 -2.02009 -0.083 0.337 -0.192
H 3.01073 -1.61347 -2.82846 0.110 -0.198 0.164
H -0.42371 2.79323 0.44613 0.258 0.037 -0.296
H -5.45972 -2.09845 -0.06298 0.096 -0.074 0.025
H -6.13724 -1.43569 1.42618 0.131 0.373 -0.028
H -3.14985 -4.07207 -1.10339 0.140 0.136 -0.128
H 7.04470 -3.45397 -0.90818 -0.180 0.041 -0.181
H -3.75370 -3.64873 0.43424 0.093 0.191 0.210
P 4.03769 -1.66958 0.21757 -0.928 -6.395 -3.519
H -2.25943 -1.07731 -2.51394 0.078 0.004 0.070
H -4.44742 3.51410 -1.10141 0.070 0.009 -0.320
C -2.97518 -3.38218 -0.27358 -0.309 -0.184 0.292
H 1.29592 3.26279 0.25511 -0.204 0.060 -0.213
H -3.99043 5.16232 -1.45868 0.221 -0.058 -0.287
H 4.10322 -4.46355 -1.13117 0.040 -0.018 0.035
H 3.84480 1.51360 -1.48433 -0.123 -0.085 -0.006
H -0.48128 3.46909 2.62322 0.034 0.212 -0.100
C -0.13014 4.93648 -0.12712 -0.230 -1.057 -0.568
C -1.46000 0.12816 2.52314 0.139 0.530 -0.488
C 6.29378 -3.15205 -0.17211 0.179 0.290 0.214
O 2.08254 7.41668 -0.14520 0.436 -0.338 0.486
C -5.20664 -1.75006 0.94519 0.081 -0.691 -0.219
H 1.91032 3.69067 3.37012 -0.089 0.046 0.008
H -3.30148 -1.70759 3.24310 -0.016 -0.012 -0.005
H -2.59963 -2.98647 2.22120 -0.104 0.085 -0.049
N -1.91007 -1.04640 1.76490 0.801 0.389 0.534
C 4.20732 0.74175 -0.80611 -0.103 0.051 0.336
H -4.48161 1.44968 0.49992 0.032 -0.036 -0.023
```
Forces are in eV/Å.

**Net charge**: -1
**E_tot**: -82687.2842 eV
**HOMO level**: -2.60 eV
**Lowest unoccupied orbital energy**: 1.0683 eV
**Frontier orbital gap**: 3.66 eV

---

Record 3
DFT (the ωB97M-V functional and the def2-TZVPD basis) results for a molecular structure, C19H46N3Na7O13P at a distorted geometry.

```
89
Properties=species:S:1:pos:R:3:forces:R:3
H -1.68875 2.50157 2.29570 0.035 -0.168 -0.109
C 0.13623 0.53011 2.66372 0.288 -0.380 0.379
H -4.08485 0.25096 -5.39602 -0.040 0.042 -0.048
H -5.84561 1.42733 0.56418 0.540 0.841 -0.676
H 3.52392 0.96525 3.32084 -0.033 -0.026 -0.086
H -0.79591 -2.57357 4.94773 -0.311 0.221 -0.129
C -0.07151 -1.80170 4.64443 -0.391 -1.553 0.426
H -5.49053 2.55306 -3.95197 0.735 0.207 -0.376
C -5.09647 1.93264 -1.96748 -0.787 -2.403 -0.812
H 4.57926 -2.21679 -3.94855 -0.182 -0.189 0.581
H 4.97424 -0.48815 -4.11542 -0.201 -0.148 -0.074
H -6.14846 2.22004 -1.93142 0.264 0.932 0.635
H 6.18670 -1.54671 -3.54350 -0.066 -0.335 0.125
O 3.06214 -4.46632 -5.08138 -1.931 0.731 -0.077
P -0.15753 -1.14710 -1.06543 0.478 1.023 1.587
O -0.27453 -1.40068 -2.60436 -1.140 -1.147 -0.997
H 5.67763 -1.55553 0.97110 0.597 0.077 -0.291
C -0.92951 3.61762 0.71036 0.163 -0.106 -0.724
H 3.15066 -0.94291 -0.21549 0.452 0.348 -0.432
H -5.79669 -0.17958 0.49671 0.286 -0.248 -0.214
H 2.62596 -4.86961 -5.87381 1.343 -0.220 0.129
C 1.96676 -3.72841 -4.76519 -2.098 -0.318 -0.689
C 1.12121 4.86226 0.53585 0.659 0.948 -0.594
H 4.37973 -2.45568 3.98631 0.364 0.120 0.320
O -0.64845 -2.39387 -0.20113 0.043 0.608 -1.982
C -3.59331 1.22592 -5.26328 0.364 -0.579 -0.631
H 3.89855 1.13180 1.02581 -0.143 0.163 0.197
O -3.58739 1.57753 -3.88443 -0.386 -0.146 -0.307
Na -2.84405 -2.45545 -0.65154 -0.181 0.140 1.124
O 3.05018 -0.96140 3.53862 0.705 -0.715 -0.104
C -4.35908 -0.41764 2.96926 -3.397 0.654 0.560
N 3.78629 -0.94498 0.56282 -0.068 0.798 1.020
H 0.71389 1.14662 3.35812 -0.142 0.048 0.055
O 1.79037 -3.12108 -3.67500 1.180 0.608 1.441
H 0.70498 -1.91595 5.39636 0.375 0.398 -0.226
H -4.37920 2.57089 -1.45940 -0.120 0.475 -0.321
H 2.36099 0.21704 1.38734 0.025 0.793 -0.017
O -1.03554 0.09750 -0.86071 -0.777 -0.499 -0.589
N -5.16935 0.59131 -1.31515 -0.028 1.314 0.374
H -5.53641 0.84191 -3.74875 0.169 -0.095 0.105
C -5.19213 0.67001 0.12694 -0.887 -2.403 1.010
H -2.56925 1.15353 -5.64083 0.077 0.098 0.235
C -0.70525 2.59668 1.80174 -0.649 0.294 1.121
O 1.31203 -0.85413 -0.72041 -1.020 -0.131 -0.909
C 5.20812 -0.98546 0.16869 -2.422 -1.315 0.421
Na -2.35668 -0.14736 -2.85089 0.203 1.171 0.430
H 0.27866 -2.13863 3.66042 0.324 0.337 -0.047
H -1.65512 3.30766 -0.05558 -0.027 -0.309 0.225
C 3.45163 0.21317 1.41984 -0.266 -2.033 -0.454
H -0.66627 0.81259 0.78446 -0.277 -0.113 0.267
C 5.10819 -1.37707 -3.48720 0.901 1.028 -0.643
H -4.20606 -1.37957 2.47922 0.894 -0.005 0.120
C 5.20651 -1.77304 -1.12052 1.923 0.019 -0.010
H -1.35062 4.53946 1.11897 0.138 -0.047 0.206
H -0.08234 3.03229 2.59091 0.112 0.137 -0.216
H 2.15247 4.53569 0.40165 -0.031 -0.257 0.464
H 0.80914 -0.32066 2.50533 -0.033 0.107 -0.414
H 6.26871 -2.05798 -1.18763 -0.144 0.041 -1.060
O -0.62252 -0.53059 4.67362 0.035 0.533 -0.073
O 1.00413 -3.74103 -5.59330 0.232 0.113 -0.122
H -4.63117 -0.17290 -1.69829 0.120 0.066 -0.065
H 4.46637 -1.00498 5.10679 0.269 0.074 -0.455
Na -0.38847 -3.75656 -2.16375 1.286 -0.357 -0.128
C -4.95471 1.73093 -3.46796 -0.302 0.456 0.693
O 4.73581 -0.95360 -2.18516 -0.535 -0.175 -0.022
H -3.27465 -0.34515 0.66078 -0.290 -0.118 -0.274
H -1.59909 -0.81857 2.89593 -0.177 0.319 -0.231
H 3.20391 -2.12817 5.27619 -0.401 -0.042 -0.431
C 3.83174 0.00113 2.86116 -0.708 3.060 0.943
Na 2.06514 -0.85048 -2.99740 0.796 -0.857 0.274
H 4.89762 0.10884 3.08639 0.157 -1.334 -0.217
H 0.89211 5.13194 1.56527 0.012 -0.521 0.141
H -4.10223 1.92286 -5.93051 -0.114 0.267 0.361
H -4.19006 -0.32465 4.04089 1.441 -0.190 -0.222
H -5.46578 -0.38252 3.08140 0.091 -0.248 -0.535
H 5.64555 0.01258 0.10601 0.131 -0.061 -0.368
H 4.64299 -2.70770 -1.13845 -0.167 0.000 0.593
C 3.83444 -1.66897 4.51243 -0.317 -0.276 0.166
H -3.18628 1.40722 0.61969 -0.108 -0.160 -0.611
Na 0.60890 1.83491 -1.12127 0.030 0.165 0.995
O -3.99567 0.74036 2.24579 0.733 -0.571 -0.014
C -1.07299 -0.01574 3.43251 0.507 0.195 0.709
H 1.08798 5.80790 -0.01732 -0.405 -0.141 -0.123
O 0.25231 3.89406 -0.04106 0.012 -0.202 -0.110
C -3.86491 0.57531 0.85241 0.685 1.423 0.976
N -0.10285 1.31019 1.46046 0.036 0.540 -0.340
Na 1.48747 -2.35533 0.98245 0.592 0.185 0.524
Na -0.64788 -2.03060 -4.68587 1.254 -0.783 -0.963
H -1.72549 0.80391 3.72919 -0.348 -0.193 -0.375
```
Forces are in eV/Å.

**Net charge**: +3
**E_tot**: -91725.6518 eV
**HOMO level**: -15.27 eV
**Lowest unoccupied orbital energy**: -10.2389 eV
**Frontier orbital gap**: 5.03 eV

---

Among the records above, which one has the highest HOMO level?
C19H46Cl2N7O4P2